# 1
Computed, not measured: an isolated ion of composition C15H26I2NO2 and charge +1, with ωB97M-V/def2-TZVPD.

**SMILES**: C#CCCC[C@H]1C[N@@H+](I)[C@H](I)[C@@H](CCCCOC)[C@@H]1O
**Total charge**: +1
**Frontier orbital gap**: 5.94 eV
**LUMO energy**: -5.5 eV
**Electronic energy**: -37744.7476 eV
**Multiplicity**: 1

Last column: natural (NBO) charge in e.
Atoms and positions in Å:
1 I 0.1104 3.5604 2.6248  0.196
2 I 3.6970 3.5577 -0.6029  0.476
3 O 0.6658 -0.4069 -1.5523  -0.719
4 O -5.6037 -1.1339 -0.9497  -0.560
5 N 2.6090 2.6524 0.9525  -0.600
6 C 1.3599 0.7029 -0.8181  0.102
7 C -1.1359 1.7988 -0.4678  -0.423
8 C 3.0784 1.2407 1.2396  -0.278
9 C -6.7361 -0.6503 -0.1113  -0.282
10 C 0.3275 1.4755 0.2474  -0.296
11 C -3.4777 0.4091 -0.8933  -0.435
12 C 1.7355 -3.5064 0.5504  -0.042
13 C -2.2351 0.7265 0.1789  -0.417
14 C 1.1137 2.8086 0.7867  -0.191
15 C 2.9855 -3.2388 -0.5119  -0.470
16 C 4.0531 -2.0891 0.0610  -0.408
17 C 3.7879 -0.6187 -0.6840  -0.428
18 C -4.3087 -0.8984 -0.2725  -0.070
19 C 2.5850 0.1126 0.1557  -0.286
20 C 0.5051 -3.3225 1.2475  -0.312
21 H 0.6178 -0.0928 -2.5236  0.486
22 H 2.8717 3.2266 1.8095  0.471
23 H -6.6012 -0.8899 1.0355  0.184
24 H -3.6228 -1.8502 -0.4064  0.195
25 H -0.4535 -3.4758 1.9297  0.290
26 H 5.1245 -2.5175 -0.1358  0.238
27 H 2.5877 -2.9159 -1.5898  0.249
28 H 2.8122 0.9083 2.3549  0.268
29 H 3.3678 -0.8866 -1.7660  0.233
30 H -1.0876 1.6109 -1.6453  0.234
31 H -1.5488 2.8769 -0.2028  0.229
32 H -1.6597 -0.2954 0.3534  0.211
33 H 4.7657 0.0114 -0.8093  0.224
34 H 4.2712 1.2842 1.2228  0.250
35 H -6.8603 0.5133 -0.3302  0.185
36 H 0.9333 3.6581 -0.0302  0.261
37 H 0.1292 0.6967 1.1302  0.249
38 H 1.7561 1.4252 -1.6566  0.183
39 H 3.8894 -1.9738 1.2360  0.221
40 H -4.4281 -0.7074 0.8992  0.171
41 H -7.7044 -1.2522 -0.4503  0.213
42 H 3.5303 -4.2859 -0.6827  0.261
43 H -3.0598 0.0842 -1.9517  0.216
44 H 2.0578 -0.7474 0.7946  0.281
45 H -2.6256 1.0639 1.2314  0.219
46 H -4.1792 1.3512 -0.9972  0.218

=====

# 2
Computed, not measured: C4H10N2O in the gas phase, with ωB97M-V/def2-TZVPD.

**SMILES**: C=C(CO)C(N)N
**Frontier orbital gap**: 9.90 eV
**LUMO energy**: 0.9 eV
**ΔE to the lowest compared entry with this formula, charge and spin**: 2.914 eV
**Electronic energy**: -9336.0738 eV
**Multiplicity**: 1

Last column: natural (NBO) charge in e.
Atoms and positions in Å:
1 O -2.0691 -0.0700 1.3792  -0.727
2 N -0.7780 -1.3945 -0.6959  -0.844
3 N 1.7397 -1.2041 -0.6079  -0.896
4 C 0.2291 0.6403 0.1446  -0.012
5 C 1.0182 1.6482 -0.1482  -0.417
6 C -1.3071 0.9669 0.8534  -0.083
7 C 0.2807 -0.8075 0.0710  0.067
8 H 0.3331 -1.2676 1.0614  0.217
9 H -1.1241 1.6775 1.6605  0.182
10 H 1.8606 -0.7464 -1.5092  0.346
11 H -2.1312 -0.7533 0.6903  0.491
12 H -0.6422 -2.3971 -0.7548  0.386
13 H -0.7892 -1.0176 -1.6378  0.370
14 H 2.5149 -0.9318 -0.0114  0.354
15 H 2.0088 1.5049 -0.5516  0.203
16 H 0.6963 2.6664 0.0134  0.207
17 H -1.8406 1.4857 0.0431  0.156

=====

# 3
Computed, not measured: a 2-piece molecular cluster, C9H14O overall, with ωB97M-V/def2-TZVPD.

**SMILES**: Cc1ccc(O)cc1.CC
**Frontier orbital gap**: 9.66 eV
**LUMO energy**: 0.9 eV
**ΔE to the lowest compared entry with this formula, charge and spin**: 0.582 eV
**Electronic energy**: -11607.0545 eV
**Multiplicity**: 1

Last column: natural (NBO) charge in e.
Atoms and positions in Å:
1 O 2.4606 0.4815 -2.4530  -0.716
2 C 2.1491 -0.1153 -0.1663  -0.245
3 C -0.0384 1.3824 2.5357  -0.627
4 C 0.7027 1.1521 1.2385  -0.026
5 C -2.5202 -2.2767 -1.4152  -0.616
6 C 0.4287 1.9957 0.1564  -0.210
7 C -1.9609 -1.8468 -0.0513  -0.619
8 C 1.8006 0.6548 -1.2511  0.265
9 C 0.8930 1.7090 -1.1106  -0.242
10 C 1.5589 0.0752 1.0819  -0.198
11 H -2.0926 -3.2292 -1.7402  0.203
12 H -0.8811 2.0449 2.3677  0.213
13 H 2.9534 -0.8242 -0.3421  0.220
14 H -2.7741 -1.6239 0.6389  0.204
15 H -0.3974 0.4696 3.0201  0.220
16 H 0.7718 2.3077 -1.9979  0.222
17 H -1.2563 -2.5752 0.3497  0.207
18 H -3.5977 -2.3671 -1.4577  0.205
19 H -0.3473 2.7354 0.3340  0.209
20 H -1.3924 -0.9280 -0.1538  0.211
21 H -2.1813 -1.6179 -2.2177  0.206
22 H 1.8521 -0.5248 1.9261  0.213
23 H 3.2351 1.0528 -2.5438  0.484
24 H 0.6337 1.8681 3.2518  0.217

=====

# 4
Computed, not measured: a 3-piece molecular cluster, C12H33N3O3 overall, with ωB97M-V/def2-TZVPD.

**SMILES**: COC[C@H](C)N.COC[C@H](C)N.COC[C@H](C)N
**Frontier orbital gap**: 9.76 eV
**LUMO energy**: 0.6 eV
**ΔE to the lowest compared entry with this formula, charge and spin**: 2.249 eV
**Electronic energy**: -23588.2965 eV
**Multiplicity**: 1

Last column: natural (NBO) charge in e.
Atoms and positions in Å:
1 O -2.1874 2.6487 -1.2319  -0.549
2 O -2.0867 -3.0614 1.7840  -0.558
3 O 4.2624 1.2091 -1.8913  -0.535
4 N -0.0974 0.8387 1.2736  -0.848
5 N -2.3306 -4.3927 -0.7717  -0.826
6 N 3.7480 -0.6655 1.2671  -0.871
7 C 3.4457 0.4173 0.2881  -0.066
8 C -3.0543 -3.1711 -0.4000  -0.086
9 C 3.0168 1.4014 -2.5454  -0.265
10 C -4.3576 -3.5330 0.2321  -0.600
11 C 3.7012 1.7875 0.9346  -0.633
12 C -2.1329 -2.3712 0.5032  -0.083
13 C -1.4543 -2.2932 2.7672  -0.246
14 C -0.0827 3.2907 0.9468  -0.623
15 C -0.7751 2.0271 0.5809  -0.072
16 C -1.1759 1.7085 -0.8629  -0.063
17 C -2.6092 2.5262 -2.6035  -0.256
18 C 4.3033 0.1309 -1.0227  -0.058
19 H 0.2405 1.0417 2.2034  0.355
20 H -5.0119 -3.9184 -0.5498  0.212
21 H -3.4081 -2.6086 -1.2639  0.189
22 H -0.3409 1.7415 -1.5628  0.156
23 H 4.7849 1.8960 0.9772  0.213
24 H -1.5705 -4.1841 -1.4032  0.349
25 H 2.2412 1.8602 -1.9322  0.156
26 H -1.1296 -2.1251 0.1556  0.180
27 H -1.6956 2.9280 -3.0416  0.177
28 H 5.3695 0.0978 -0.7987  0.185
29 H 4.6787 -0.7052 1.6575  0.367
30 H -1.3777 -2.8599 3.6952  0.186
31 H 2.3991 0.2131 0.0622  0.176
32 H 3.3039 2.6792 0.4497  0.214
33 H 2.5346 0.4919 -2.9038  0.169
34 H -1.9015 -4.5985 0.1192  0.356
35 H -2.7223 1.5073 -2.9739  0.166
36 H -4.8339 -2.7014 0.7514  0.206
37 H -4.0971 -4.3247 0.9346  0.216
38 H -2.1239 -1.4371 2.8494  0.166
39 H -1.6330 2.1568 1.2407  0.201
40 H -0.5344 4.0775 0.3428  0.223
41 H 0.9322 3.1983 0.5602  0.193
42 H -0.1261 3.6503 1.9749  0.220
43 H 3.1875 1.7896 1.8960  0.210
44 H -2.5611 -1.3827 0.6694  0.167
45 H -1.6045 0.7197 -1.0260  0.183
46 H -0.4570 -1.8683 2.6537  0.169
47 H 0.7952 0.6095 0.8603  0.335
48 H 3.0349 2.1529 -3.3347  0.198
49 H -3.5520 3.0169 -2.8453  0.203
50 H 4.0451 -0.7650 -1.5873  0.176
51 H 3.0006 -0.8470 1.9218  0.367